[1]
ORCA calculation (ωB97M-V with the def2-TZVPD basis set) on a structure of composition C27H21Cl3HgN8O3PS2 in a non-equilibrium geometry.

Computed properties:
Energy relative to the best compared isomer or geometry (same formula, charge and spin), eV: 1.3561
HOMO-LUMO gap (alpha / beta), eV: 6.4 / 5.5
E_tot, Eh: -4377.04325
Charge: -2
<S²>: 0.759
2S+1: 2

Last column: Löwdin spin population.
Element x y z (Å)
1 Hg 1.322 0.666 -0.349  0.000
2 N 2.313 -1.269 -4.506  0.001
3 C 1.402 -1.077 -3.548  0.001
4 N 2.009 -0.811 -2.413  0.003
5 C 3.321 -0.806 -2.765  0.001
6 N 3.562 -1.095 -4.022  0.000
7 C 4.351 -0.371 -1.803  0.000
8 C 5.714 -0.589 -1.963  0.000
9 N 6.593 -0.146 -1.069  0.000
10 C 6.099 0.519 -0.020  0.000
11 C 4.741 0.749 0.138  0.000
12 N 3.884 0.299 -0.766  0.000
13 H 2.143 -1.254 -5.499  0.001
14 H 0.338 -1.089 -3.725  0.000
15 H 6.087 -1.123 -2.828  0.000
16 H 6.809 0.875 0.718  0.000
17 H 4.312 1.286 0.979  0.000
18 S 1.773 2.759 1.240  0.001
19 C 0.774 2.025 2.479  0.000
20 C -0.206 2.801 3.111  0.000
21 C -1.026 2.311 4.118  0.000
22 C -2.019 3.171 4.727  0.000
23 N -2.803 3.855 5.221  0.000
24 C -0.887 0.979 4.519  0.000
25 C 0.057 0.181 3.887  0.000
26 C 0.894 0.650 2.863  0.000
27 S 2.002 -0.457 2.092  0.000
28 C -1.698 0.422 5.583  0.000
29 N -2.338 -0.023 6.432  0.000
30 H -0.327 3.827 2.789  0.000
31 H 0.155 -0.852 4.195  0.000
32 C 1.299 -5.434 -0.586  0.000
33 O -0.041 -4.977 -0.493  0.000
34 P -0.265 -3.349 -0.490  0.000
35 O -1.437 -3.201 0.616  0.000
36 C -1.188 -2.404 1.791  0.000
37 O -1.205 -3.348 -1.824  0.000
38 C -1.852 -2.115 -2.160  0.000
39 H 1.356 -6.407 -0.101  0.000
40 H 1.999 -4.754 -0.093  0.000
41 H 1.604 -5.545 -1.630  0.000
42 H -1.767 -1.484 1.723  0.000
43 H -0.135 -2.128 1.883  0.000
44 H -1.503 -2.980 2.660  0.000
45 H -2.008 -2.110 -3.238  0.000
46 H -1.262 -1.246 -1.865  0.000
47 H -2.814 -2.046 -1.651  0.000
48 Cl 1.175 4.349 -5.353  0.107
49 C 0.486 3.109 -4.406  0.500
50 Cl -1.205 3.050 -4.281  0.110
51 Cl 0.780 0.704 -6.099  0.083
52 C 1.264 2.558 -3.353  0.049
53 N 1.906 2.092 -2.520  0.143
54 C -0.834 0.564 -0.280  0.000
55 C -1.958 0.883 0.052  0.000
56 C -3.253 1.295 0.527  0.000
57 C -3.628 1.082 1.858  0.000
58 C -4.863 1.507 2.326  0.000
59 C -5.754 2.149 1.474  0.000
60 C -5.393 2.369 0.150  0.000
61 C -4.155 1.952 -0.319  0.000
62 H -2.925 0.602 2.528  0.000
63 H -5.120 1.353 3.367  0.000
64 H -6.717 2.481 1.841  0.000
65 H -6.074 2.882 -0.520  0.000
66 H -3.862 2.134 -1.345  0.000

=====

[2]
ORCA calculation (ωB97M-V with the def2-TZVPD basis set) on the molecule C27H21Cl4O5P in a non-equilibrium geometry.

Computed properties:
HOMO-LUMO gap, eV: 6.2
E_tot, Eh: -3599.72227
2S+1: 1

Last column: natural (NBO) charge in e.
Element x y z (Å)
1 Cl -2.346 -6.018 -4.236  0.045
2 C -1.749 -4.867 -3.113  -0.059
3 C -0.493 -4.996 -2.522  -0.184
4 Cl 0.477 -6.363 -2.847  0.040
5 C -0.033 -4.054 -1.472  0.389
6 O 0.916 -4.318 -0.713  -0.695
7 C -0.853 -2.850 -1.300  0.131
8 O -0.698 -2.112 -0.144  -0.774
9 C -2.110 -2.793 -1.882  -0.083
10 Cl -3.167 -1.518 -1.364  0.008
11 C -2.604 -3.779 -2.739  -0.183
12 Cl -4.233 -3.726 -3.283  0.019
13 C 0.460 2.783 -5.502  -0.258
14 O 1.421 2.423 -4.490  -0.489
15 C 0.980 1.667 -3.452  0.347
16 C 1.869 1.532 -2.357  -0.259
17 C 1.491 0.813 -1.246  -0.148
18 C 0.214 0.241 -1.204  -0.535
19 P -0.430 -0.556 0.235  1.943
20 C 0.907 -0.638 1.430  -0.513
21 C 1.191 0.419 2.318  -0.147
22 C 2.385 0.450 2.999  -0.280
23 C 3.326 -0.586 2.828  0.360
24 O 4.487 -0.463 3.524  -0.491
25 C 5.571 -1.365 3.213  -0.258
26 C 3.005 -1.696 2.013  -0.334
27 C 1.784 -1.729 1.361  -0.072
28 C -1.551 0.753 0.913  -0.451
29 C -2.226 0.541 2.128  -0.081
30 C -2.780 1.582 2.873  -0.333
31 C -2.671 2.921 2.421  0.353
32 O -3.196 4.014 3.046  -0.489
33 C -3.744 3.896 4.377  -0.256
34 C -2.031 3.144 1.191  -0.270
35 C -1.516 2.091 0.461  -0.148
36 C -0.625 0.289 -2.321  -0.085
37 C -0.276 1.003 -3.450  -0.332
38 H 1.040 3.480 -6.102  0.208
39 H 0.160 1.908 -6.089  0.186
40 H -0.422 3.265 -5.058  0.185
41 H 2.840 2.008 -2.412  0.233
42 H 2.190 0.684 -0.424  0.234
43 H 0.481 1.231 2.479  0.228
44 H 2.622 1.268 3.667  0.233
45 H 6.391 -0.951 3.800  0.207
46 H 5.335 -2.389 3.533  0.187
47 H 5.800 -1.352 2.138  0.188
48 H 3.674 -2.541 1.885  0.237
49 H 1.535 -2.609 0.762  0.277
50 H -2.287 -0.479 2.504  0.220
51 H -3.313 1.368 3.795  0.230
52 H -3.973 4.927 4.652  0.211
53 H -4.656 3.287 4.379  0.186
54 H -3.005 3.459 5.060  0.186
55 H -1.975 4.170 0.834  0.237
56 H -1.045 2.352 -0.483  0.237
57 H -1.577 -0.241 -2.316  0.229
58 H -0.966 1.023 -4.301  0.234

=====

[3]
ORCA calculation (ωB97M-V with the def2-TZVPD basis set) on a structure of composition C27H21GeN3O3ReSSbSe4.

Computed properties:
Energy relative to the best compared isomer or geometry (same formula, charge and spin), eV: 0.9891
HOMO-LUMO gap (alpha / beta), eV: 5.8 / 6.0
E_tot, Eh: -13829.74313
Charge: +3
<S²>: 0.768
2S+1: 2

Last column: Löwdin spin population.
Element x y z (Å)
1 Re 0.870 -0.836 -0.137  0.849
2 Se -2.535 -3.990 1.095  -0.007
3 Sb -2.295 -2.906 -0.916  0.003
4 Se -1.188 -0.084 0.278  0.017
5 Se 0.731 -2.857 -1.048  -0.008
6 Se -2.851 -2.182 -3.021  0.017
7 O 7.455 0.303 -1.916  0.000
8 S 9.134 -0.198 -2.166  0.000
9 O 9.590 -0.711 -0.931  0.000
10 O 9.542 1.431 -2.217  0.000
11 C 8.611 2.245 -1.734  0.000
12 N 8.805 3.510 -1.517  0.003
13 C 7.756 4.184 -1.058  0.001
14 C 6.517 3.585 -0.797  0.004
15 C 6.346 2.241 -1.032  0.002
16 N 7.445 1.610 -1.520  0.002
17 C 5.072 1.507 -0.786  0.022
18 C 3.868 2.194 -0.932  -0.005
19 C 2.674 1.537 -0.724  0.022
20 N 2.634 0.238 -0.354  0.022
21 C 3.798 -0.418 -0.164  0.035
22 C 5.023 0.177 -0.385  -0.004
23 H 7.906 5.243 -0.885  0.000
24 H 5.710 4.171 -0.384  0.000
25 H 3.827 3.222 -1.263  -0.001
26 H 1.723 2.035 -0.870  0.001
27 H 3.731 -1.449 0.161  0.006
28 H 5.912 -0.410 -0.213  -0.001
29 C 0.632 5.314 -0.736  0.000
30 C 1.264 5.209 0.496  0.000
31 C 0.852 4.245 1.406  0.000
32 C -0.209 3.387 1.085  0.000
33 C -0.850 3.513 -0.155  0.000
34 C -0.423 4.468 -1.064  0.000
35 Ge -0.838 2.201 2.416  0.008
36 C -2.676 1.898 2.646  0.002
37 C -3.579 2.854 2.164  0.001
38 C -4.939 2.684 2.384  0.000
39 C -5.393 1.563 3.065  0.001
40 C -4.499 0.605 3.536  0.000
41 C -3.141 0.769 3.334  0.001
42 C 0.374 1.678 3.752  0.004
43 C 1.755 1.640 3.519  0.003
44 C 2.623 1.347 4.554  0.000
45 C 2.123 1.099 5.830  0.001
46 C 0.758 1.138 6.073  0.000
47 C -0.121 1.421 5.037  0.001
48 H 0.946 6.075 -1.439  0.000
49 H 2.059 5.895 0.758  0.000
50 H 1.332 4.186 2.376  0.000
51 H -1.686 2.874 -0.412  0.000
52 H -0.922 4.569 -2.018  0.000
53 H -3.230 3.732 1.634  0.000
54 H -5.641 3.426 2.029  0.000
55 H -6.454 1.434 3.234  0.000
56 H -4.867 -0.262 4.069  0.000
57 H -2.449 0.019 3.700  0.000
58 H 2.147 1.847 2.528  0.000
59 H 3.692 1.322 4.383  0.000
60 H 2.805 0.880 6.641  0.000
61 H 0.378 0.953 7.069  0.000
62 H -1.184 1.461 5.237  0.000

=====

[4]
ORCA calculation (ωB97M-V with the def2-TZVPD basis set) on a structure of composition C27H21I2N2O6SeTeV.

Computed properties:
Energy relative to the best compared isomer or geometry (same formula, charge and spin), eV: 0.0127
HOMO-LUMO gap (alpha / beta), eV: 6.7 / 7.3
E_tot, Eh: -5811.36802
Charge: -1
<S²>: 3.759
2S+1: 4

Last column: Löwdin spin population.
Element x y z (Å)
1 V -0.944 -1.905 -1.040  2.816
2 O -2.576 1.272 -0.599  0.001
3 C -1.943 1.631 0.621  0.002
4 C -1.374 0.335 1.250  0.008
5 O -0.987 0.377 2.408  0.006
6 O -1.343 -0.699 0.497  0.044
7 C -2.986 2.295 1.514  0.000
8 C -3.673 1.597 2.500  0.000
9 C -4.701 2.206 3.206  0.000
10 C -5.058 3.519 2.935  0.000
11 C -4.380 4.222 1.949  0.000
12 C -3.351 3.613 1.248  0.000
13 C -0.738 2.539 0.368  0.000
14 C -0.183 2.624 -0.902  0.001
15 C 0.894 3.470 -1.142  0.000
16 C 1.433 4.224 -0.113  0.000
17 C 0.902 4.113 1.169  0.000
18 C -0.174 3.274 1.409  0.000
19 H -2.935 2.071 -1.005  0.000
20 H -3.395 0.578 2.729  0.000
21 H -5.224 1.649 3.973  0.000
22 H -5.861 3.991 3.488  0.000
23 H -4.650 5.247 1.727  0.000
24 H -2.817 4.173 0.488  0.000
25 H -0.594 2.030 -1.707  0.000
26 H 1.304 3.535 -2.142  0.000
27 H 2.264 4.892 -0.302  0.000
28 H 1.326 4.688 1.983  0.000
29 H -0.586 3.184 2.405  0.000
30 O -0.586 -5.182 -2.780  0.028
31 N -0.714 -4.108 -2.260  0.020
32 O -1.718 -3.802 -1.533  0.013
33 O 0.158 -3.184 -2.340  0.011
34 I -2.386 2.258 -4.123  0.001
35 I -2.659 4.795 -5.142  -0.004
36 Se -2.068 -0.483 -2.925  0.025
37 C -1.562 -1.417 -4.434  0.006
38 N -1.262 -1.987 -5.392  0.001
39 Te 0.701 -2.813 1.225  -0.003
40 C 2.113 -4.280 0.652  -0.002
41 C 3.443 -4.150 1.042  -0.001
42 C 4.377 -5.101 0.661  0.000
43 C 3.985 -6.195 -0.101  0.000
44 C 2.660 -6.332 -0.482  0.000
45 C 1.724 -5.374 -0.111  0.000
46 C 1.846 -1.204 0.470  0.011
47 C 2.385 -1.288 -0.812  0.007
48 C 3.097 -0.214 -1.327  0.002
49 C 3.259 0.940 -0.572  0.001
50 C 2.712 1.021 0.700  0.002
51 C 2.007 -0.051 1.229  0.001
52 H 3.753 -3.296 1.633  0.000
53 H 5.412 -4.988 0.959  0.000
54 H 4.716 -6.936 -0.401  0.000
55 H 2.348 -7.174 -1.087  0.000
56 H 0.697 -5.487 -0.432  0.000
57 H 2.242 -2.181 -1.410  0.001
58 H 3.505 -0.275 -2.328  0.000
59 H 3.796 1.786 -0.983  0.000
60 H 2.813 1.930 1.278  0.000
61 H 1.554 0.024 2.209  0.000